Molecular formula: C37H56BrN4O7PSSiTi
Method: DFT, ωB97M-V with the def2-TZVPD basis set

Summary:
charge: -2
⟨S²⟩: 2.021
orbital gap (spin up / spin down): 0.0978 / 0.0967 Eh
2S+1: 3
lowest unoccupied orbital energy (spin up / spin down): 3.69 / 3.69 eV
HOMO (spin up / spin down): 1.03 / 1.06 eV
energy: -180725.6729 eV

XYZ file:
```
109
Properties=species:S:1:pos:R:3:forces:R:3:mulliken_charge:R:1
C -0.40653 0.17781 4.25105 0.876 -1.018 -0.701 -0.557
H 2.78024 -1.47004 1.89353 -0.161 0.641 -1.101 0.301
H 3.92036 -1.64559 0.42395 -1.007 -0.084 1.185 0.455
H -1.07197 0.78794 6.17533 0.256 -0.504 0.613 0.292
C 2.16052 -3.69542 0.90113 4.173 -1.971 -0.015 -2.180
O 0.62835 1.41955 0.54401 0.477 -0.644 -1.838 -0.095
H -6.13723 6.03984 2.07834 0.439 -0.056 0.378 0.334
H 5.25326 -3.88261 -4.27216 -1.287 0.528 -0.442 0.275
C 4.76434 2.37786 -3.19699 -0.328 2.418 -3.506 1.082
O 1.05925 -0.35434 -2.39563 0.201 2.384 0.871 -0.067
H -1.16428 -4.46591 4.95888 0.114 -0.823 -0.363 0.272
C 1.90282 -3.18625 -5.20064 -0.721 -0.383 -0.635 -0.684
H 1.60115 -4.56840 0.59070 -0.215 0.126 0.018 0.351
H 2.11471 -3.50403 1.97385 -0.671 0.016 -0.118 0.366
N 2.39786 2.55771 -1.73725 0.057 -0.464 0.510 0.043
H -2.58818 -7.94787 3.37597 -0.519 -0.085 -0.023 0.357
C 5.98591 2.34376 -3.94323 0.095 -1.931 -1.570 0.154
C -2.69281 -0.45131 -3.85830 1.723 1.775 1.481 -0.820
C -0.07175 2.10282 2.72348 0.948 -1.818 1.934 0.260
C -3.84537 6.12511 5.20388 -0.528 1.123 -1.531 -0.671
C 1.90852 -2.47831 0.11837 -3.451 1.564 0.400 2.529
H 3.32233 -3.92466 0.79020 -1.639 -0.181 0.087 0.337
H 3.98273 -4.39713 -5.55413 0.815 0.359 1.264 0.426
C 3.53171 2.02774 -1.10184 0.828 -0.475 -1.679 -0.678
H 4.91515 -8.47649 3.60798 -1.110 -6.204 4.029 0.020
H 3.55363 3.52922 -4.76263 0.520 0.320 0.057 0.298
H 0.19548 -5.43130 4.25058 -0.346 0.327 0.376 0.207
C -4.67529 4.92474 3.23240 -0.579 0.127 0.127 0.056
H -1.01366 -7.78696 6.50479 -0.558 -0.359 -0.558 0.315
P -4.02346 0.73934 -3.30754 0.127 -0.862 0.538 0.442
C -1.48215 -6.68620 4.64687 1.034 -1.180 1.327 0.563
H 4.39422 -2.41013 -6.82666 -0.903 0.043 1.926 0.272
H 5.00645 -7.96963 3.27879 1.108 6.205 -4.030 -0.021
H 4.95364 -1.41215 -5.48689 -0.017 0.429 0.277 0.411
H -3.05742 -1.44308 -4.13016 0.105 0.222 -0.003 0.421
N -1.41565 4.18582 0.90256 -2.335 -1.719 -1.113 -0.694
O 3.14089 -1.79551 -3.51467 1.874 -0.566 -2.116 -0.298
C -4.64475 3.61885 2.46606 0.496 1.034 -0.960 -0.688
H 1.77361 -4.34747 -5.23856 0.816 2.104 0.029 0.242
H 0.43133 0.14417 2.25796 0.197 -0.932 -0.526 -0.083
H 6.48568 2.26669 -5.95156 -0.463 -0.053 0.391 0.223
H -5.03214 -0.24728 -5.34748 0.244 0.208 -0.045 0.296
C 3.69079 3.12998 -3.77057 -2.457 -0.504 1.930 -0.890
H 5.62763 1.51443 -1.68388 -0.107 -0.381 0.897 0.385
C -3.97028 4.97188 4.41437 1.030 -0.036 1.559 0.149
H -0.27075 -8.50687 5.08848 0.009 0.281 -0.130 0.240
H -2.14746 -0.47786 -2.86287 -0.209 -0.721 -1.202 -0.011
H 1.73372 3.78023 -3.18846 -0.562 0.080 -0.618 0.449
H -0.61268 -0.88189 4.41117 0.478 0.206 -0.299 0.552
C 3.27329 -2.60493 -4.71999 1.791 -1.979 0.195 1.347
H -5.38331 2.83227 2.80906 1.126 0.876 -0.848 0.322
C -0.49245 2.97250 3.74906 0.639 -1.099 -1.249 0.720
H -4.30893 3.06424 -3.99872 -0.073 -0.086 0.648 0.408
H -3.26881 -6.29329 3.76754 -0.946 -0.156 -0.358 0.233
C -5.43523 6.06297 2.92789 -0.072 0.554 -0.408 -0.058
C -1.18420 -7.97964 5.42044 -0.720 0.048 -0.693 -1.140
O -0.78260 4.26698 3.46911 -0.690 0.783 -0.945 -0.742
H 0.67887 3.39159 0.90352 -0.560 -0.945 1.692 0.202
C 0.09883 2.44953 1.26390 0.391 0.987 -2.207 -0.015
H 3.71774 -4.64994 -3.85748 -0.535 -0.177 0.818 0.407
C 2.58642 3.17955 -2.95266 -0.044 0.248 -0.271 -0.425
H -0.03814 -1.82272 -0.56643 -0.531 0.242 0.227 0.102
C 4.14771 -3.93240 -4.52218 0.222 0.294 -1.478 -1.625
H -1.41479 2.51412 -0.24742 0.740 0.259 1.307 -0.053
O 1.83223 -2.77665 -1.33326 2.811 1.223 -0.698 -0.728
C -3.48154 2.35859 -3.87557 1.979 1.222 0.202 -1.007
H -3.47550 4.05216 4.74459 0.061 0.400 -0.137 0.337
C -4.50692 7.31948 4.77289 0.500 -0.856 0.411 -0.257
C -0.58809 2.41563 5.03292 -0.329 1.895 -0.692 -0.670
C 0.10586 0.71791 3.08907 -1.091 1.813 -1.750 -0.340
C -0.65949 -5.46152 4.96419 0.109 -0.220 0.113 -0.899
H -0.24305 -5.57796 5.98840 -0.096 0.065 -0.583 0.284
H 0.08802 -2.01510 1.29915 -0.303 0.394 0.624 0.069
H -2.03093 -8.70758 5.13200 1.184 0.917 1.244 0.301
Br -4.10248 1.84377 0.45476 0.182 0.366 -0.266 -0.195
Si 1.77961 -1.72848 -2.63039 -1.040 -2.431 1.095 -0.277
H 3.35388 1.63149 -0.05838 0.670 0.478 -1.477 0.589
C -2.40413 -6.89220 3.51705 0.775 1.269 -0.771 -1.102
H -5.80472 1.27642 -4.87786 0.028 -0.026 0.045 0.317
H -6.18227 7.96777 3.44049 1.278 0.231 0.213 0.286
H -2.67592 2.74059 -3.11707 -1.443 -0.487 -1.478 0.136
H -3.04081 2.34645 -4.88666 0.235 -0.212 0.301 0.372
H -3.00721 5.53703 0.96372 0.667 -1.537 0.545 0.338
H -6.10519 -0.20687 -3.99290 -0.152 -0.008 0.080 0.307
H 4.79935 2.30954 -5.64453 -1.050 0.103 -0.457 0.167
H -1.89617 -0.00479 -4.54298 -1.326 -0.729 0.428 0.258
H -0.77026 3.09996 5.84028 -0.273 0.186 0.373 0.448
C -2.66481 4.44554 1.06601 -1.028 1.350 -0.333 -0.519
H 2.86593 -0.36734 0.25179 -1.149 -1.140 1.440 -0.276
S 0.58462 -2.52876 -4.20130 -1.469 -0.346 0.243 -0.258
H -4.38135 8.26340 5.28496 0.023 -0.092 0.353 0.362
C -5.32843 0.36918 -4.49343 -1.122 -0.333 -0.922 -1.139
O 7.12986 2.22065 -3.54258 0.477 0.398 0.418 -0.716
C 2.84067 -1.38414 0.78343 2.994 -0.087 -3.530 -0.941
H 1.64565 -2.74733 -6.18301 0.503 -0.677 0.070 0.328
N 5.70578 2.17501 -5.30220 2.285 0.371 -0.068 -0.339
H -3.15843 6.15760 6.04360 -0.244 -0.127 -0.016 0.358
H -2.03791 -6.49125 2.54978 -0.029 -0.057 0.389 0.337
N -1.28432 2.70909 0.79199 0.206 1.973 -0.286 0.475
O -0.49334 2.26027 -2.05699 1.393 -1.497 0.628 -0.833
C 0.47706 -2.15561 0.31709 -0.853 0.237 0.141 -1.256
C 4.04074 -1.84713 -5.87179 -0.070 -0.833 -0.467 -1.748
C -3.76279 3.46919 1.42466 -1.690 -0.878 1.235 0.605
H -1.08651 4.39910 2.47161 1.322 -0.444 2.647 0.426
C 4.66498 1.91183 -1.97443 -0.235 -1.252 5.462 -0.646
H 3.37265 -1.12383 -6.27765 -0.344 1.140 -0.110 0.460
Ti 0.76200 1.30361 -1.44906 -1.306 0.989 1.062 0.916
C -5.33973 7.28258 3.66876 -1.413 -2.174 -0.756 -0.571
C -0.62349 1.06103 5.24066 -1.232 1.002 1.520 -0.380
```
Positions in Å, forces in eV/Å.



Molecular formula: C37H57BN8O
Method: DFT, ωB97M-V with the def2-TZVPD basis set

Summary:
orbital gap: 0.0697 Eh
lowest unoccupied orbital energy: -4.54 eV
HOMO: -6.44 eV
energy: -53914.2420 eV

XYZ file:
```
104
Properties=species:S:1:pos:R:3:forces:R:3:mulliken_charge:R:1
H -45.95346 35.20620 8.79497 -1.051 0.391 -0.399 0.294
H -40.89304 27.87646 4.71721 -0.710 1.379 2.496 0.326
C -41.03061 29.63714 8.98913 1.910 -0.919 0.208 -1.498
H -42.36695 32.09041 9.67720 0.108 -0.218 0.889 0.578
C -41.94237 30.58704 8.11643 -1.841 0.662 2.459 1.669
H -48.42410 34.83127 5.30069 0.573 0.878 1.280 0.474
H -49.76024 36.59989 6.77064 0.833 0.545 0.936 0.418
H -42.35245 32.76066 8.07340 -0.687 -0.296 -0.158 0.436
C -43.39105 30.05025 8.27028 1.598 3.019 -14.263 -2.503
C -41.90077 32.01208 8.72599 1.060 0.047 -2.145 -2.199
O -40.60820 31.56372 6.35525 -5.038 -3.537 2.268 -0.320
C -46.86679 35.43705 8.19745 -2.161 2.147 0.704 -0.123
H -40.86223 32.29085 8.60022 0.402 0.334 1.232 0.418
C -43.42936 29.28914 5.88029 -1.307 -0.301 -0.902 -0.589
H -40.78589 30.79908 3.89279 -3.058 -1.072 0.874 0.297
C -48.79361 29.68901 6.45547 1.750 0.094 -0.532 -0.640
H -40.78726 28.14104 6.60022 -0.490 -2.412 3.213 0.446
H -40.01676 33.84506 6.74323 -0.649 0.602 -0.674 0.283
N -46.93231 34.87647 6.93938 -3.567 3.034 2.515 0.572
H -44.02736 30.22657 5.57393 0.240 -1.608 0.582 0.011
H -50.67019 30.47323 7.46379 0.613 0.064 -0.382 0.388
C -46.13497 38.35611 0.05396 0.068 -0.164 -0.377 -0.654
C -41.96332 29.78634 5.63990 -0.867 -2.742 -1.518 0.784
C -45.27669 39.62397 5.30083 -0.342 -5.915 -0.592 -0.798
H -45.02148 35.67389 1.84987 -0.814 2.803 -0.072 -0.165
C -49.71330 30.65308 6.95482 0.339 -1.944 0.339 -0.341
H -41.16741 29.66788 10.13686 -0.416 0.758 -1.990 0.351
N -45.43286 37.33221 5.36086 0.111 3.887 -0.495 0.616
H -39.94411 29.91255 8.82877 -1.107 -0.350 0.111 0.365
C -45.77937 36.90562 0.04886 0.891 1.089 3.517 -0.373
C -48.75288 36.35066 7.16336 1.607 -4.001 -0.918 -0.711
H -48.09438 37.00279 9.39246 -0.333 -0.534 -0.988 0.351
H -37.96243 35.52107 6.38588 4.054 -0.862 1.854 0.535
C -38.82415 35.64772 5.92790 -8.152 1.403 -2.626 -0.831
H -43.68158 28.40258 5.11945 0.732 2.116 1.607 0.363
H -46.23182 34.22707 6.76858 1.351 -1.461 -1.324 -0.137
C -48.05551 36.37342 8.48286 3.080 -2.773 -3.929 -0.898
C -40.77742 36.70063 5.11192 3.856 0.649 -2.732 -0.276
H -43.52779 36.64125 4.85643 0.519 -0.415 -0.044 -0.064
C -43.17223 35.70351 9.02337 -0.378 2.235 4.675 -0.005
B -44.24514 33.75063 5.33065 -1.292 2.340 0.516 2.258
H -44.07020 30.89036 8.05881 0.037 -0.206 -0.350 0.470
N -44.61083 33.60297 1.76928 -1.435 -0.272 2.925 0.125
C -41.90258 30.37379 4.18959 3.350 -1.357 -1.549 -1.008
C -43.37076 34.08365 1.46365 -3.532 -0.236 -7.873 -0.591
H -42.60765 31.12693 4.19432 -1.233 2.148 -0.363 0.143
C -43.63173 37.08017 9.35766 -0.082 -2.289 -3.134 -0.463
H -44.77731 28.47468 7.66030 1.567 0.969 -1.294 0.348
C -46.07278 38.91210 1.40062 0.051 -1.170 -1.749 -0.313
C -43.72470 28.86978 7.35476 0.579 -2.446 1.097 -0.291
H -42.87476 35.31721 7.99457 -0.496 0.517 1.847 0.386
H -44.86268 32.74797 4.96904 0.043 0.324 -0.106 -0.493
C -39.24091 36.92342 5.21306 -4.474 -5.565 2.558 -0.644
N -49.22689 31.90966 6.87165 4.093 -0.080 -2.510 0.048
N -45.68165 37.82802 2.20015 1.233 1.190 3.540 -0.054
C -44.81360 33.63932 -0.53810 -0.003 0.078 3.634 -1.044
H -44.45009 34.89580 4.67012 0.141 -1.923 0.046 -0.695
H -43.50682 29.88829 9.11940 -1.649 -3.003 13.741 1.241
C -44.12295 37.47907 5.09244 -0.859 5.540 -0.121 -0.291
H -45.61850 40.65908 5.36058 0.606 -0.419 -0.187 0.438
H -46.23030 39.98477 1.81751 0.307 -2.425 -0.876 0.305
H -47.41206 32.87452 5.91318 -0.972 -1.667 0.562 -0.139
C -46.23097 38.43432 5.44464 4.300 4.309 0.291 -0.449
H -42.65216 34.54327 -0.54255 1.650 0.807 -1.888 0.542
C -43.55941 36.04414 11.49476 1.218 -1.132 -5.844 -0.745
H -44.33102 38.12901 11.05890 1.365 -2.994 -0.627 0.289
H -46.32516 38.93619 -0.92874 0.073 -0.887 2.076 0.235
C -48.08119 35.29244 6.27098 -0.782 2.242 2.293 -0.441
H -44.72797 34.24606 6.43583 1.241 -1.134 -0.712 -0.376
H -45.76931 36.50321 5.53729 -2.384 -5.633 1.021 -0.178
H -43.05005 27.88147 7.66040 -1.374 2.514 -0.865 0.274
C -40.89761 28.55496 5.69704 -1.845 1.475 -4.382 -1.854
H -43.95364 37.94307 8.47385 1.026 -2.577 3.198 0.212
H -42.66662 34.62660 2.01776 0.519 0.155 1.262 0.646
H -43.10944 39.44736 4.76421 1.815 0.834 -0.454 0.579
H -43.05985 33.58282 5.35827 0.473 -0.353 0.239 -0.730
H -47.22141 38.52784 5.85578 -0.104 -0.797 -0.222 0.466
C -45.35305 36.72470 1.48158 -1.702 -2.144 -3.325 0.418
N -43.87672 37.18768 10.71160 -0.969 2.027 0.625 -0.039
H -40.02371 29.07686 5.63495 2.816 1.441 -0.649 0.617
H -49.55572 32.81210 7.12135 -1.044 0.276 0.467 0.238
H -41.13902 28.52761 8.78576 -0.036 1.375 -0.255 0.319
H -44.85552 33.58208 2.81594 0.070 -0.169 -2.121 -0.053
H -46.61526 30.09671 5.41997 -2.025 0.683 0.967 0.276
H -38.58339 37.73762 4.98107 -0.328 0.326 -0.137 0.425
H -43.70631 36.02612 12.53985 0.009 -0.030 0.712 0.441
N -41.57971 30.76468 6.70793 6.108 1.417 -3.010 1.345
H -45.33609 33.30353 -1.50563 1.518 1.148 1.376 0.322
C -43.06558 35.05051 10.51836 0.452 1.019 -0.966 -0.170
H -46.49127 32.86822 0.94576 0.680 0.488 -0.238 0.397
H -41.99536 35.02405 5.50871 -2.081 -0.621 -0.189 -0.253
C -40.03294 34.75167 6.12370 3.141 3.783 -1.828 -0.227
C -47.58773 30.46214 5.92361 -2.501 2.958 1.493 -0.143
H -48.84251 28.46668 6.49115 -0.205 3.649 -0.102 0.214
C -43.96884 38.93035 4.99736 -3.623 -1.273 1.274 -0.541
C -45.54115 33.37458 0.71855 3.881 0.221 -0.907 -0.029
H -41.39208 37.28057 4.33116 0.679 -1.040 1.727 0.290
H -45.49474 37.92078 3.35499 -0.671 -0.237 -4.668 0.537
H -42.45396 33.99350 10.76758 -2.157 3.243 -0.575 0.124
C -47.94753 31.92842 6.21260 0.023 -4.375 -0.435 -0.013
H -42.24366 29.65267 3.28374 0.895 1.165 2.676 0.330
H -45.80529 35.98676 -0.70296 0.178 2.801 1.614 0.189
N -41.09642 35.38583 5.43788 3.982 1.380 2.012 0.402
C -43.49916 34.23425 -0.06453 -2.989 -3.002 4.024 -0.472
```
Positions in Å, forces in eV/Å.